ORCA calculation (ωB97M-V/def2-TZVPD) on an isolated molecule of C22H20N2O2.

Element x y z (Å)
O -0.252925 -2.403841 1.969376
O -0.490645 0.573003 -1.473344
N -0.193355 -0.668072 0.437580
N -1.061510 -2.601241 -0.172854
C 4.050935 -1.919362 0.491836
C 1.605307 2.244278 0.253073
C -3.227565 2.405140 -0.189028
C -3.392954 0.004011 -0.095032
C 3.899842 0.758202 -0.277800
C 1.641299 0.929981 0.640864
C -0.486544 -1.964708 0.872644
C -0.597337 -0.447235 -0.845304
C -2.857065 1.268135 1.884667
C -3.644016 -1.312425 -0.779041
C -2.616007 -1.626346 -1.871602
C 2.919222 -1.204629 0.771869
C -1.184470 -1.771911 -1.339864
C 5.126434 -1.321117 -0.180361
C 5.051993 -0.008658 -0.550820
C 2.801276 0.150040 0.389360
C 3.819036 2.114186 -0.656164
C -2.919410 2.445886 1.160276
C 0.428529 0.324120 1.295282
C -3.090907 0.055060 1.258947
C 2.696033 2.843414 -0.390457
C -3.469998 1.194022 -0.808850
H -3.033424 -0.859927 1.832629
H -2.902993 -2.553377 -2.373550
H 2.113580 -1.686428 1.302522
H -3.644588 -2.114132 -0.037533
H 6.011240 -1.902632 -0.394789
H 0.678340 -0.191770 2.227039
H 5.877973 0.466729 -1.060940
H -0.545475 -2.140726 -2.155708
H 2.632964 3.881140 -0.682251
H 4.662039 2.561571 -1.163306
H -2.730356 3.392102 1.646199
H -4.632125 -1.289851 -1.246888
H 4.123232 -2.954337 0.793104
H -0.305065 1.108619 1.506100
H -3.280183 3.320151 -0.759835
H -3.717357 1.172301 -1.859996
H -2.600213 -0.825391 -2.611958
H 0.714982 2.828232 0.433841
H -1.352041 -3.562104 -0.129989
H -2.625728 1.289902 2.940056

Cartesian forces (eV/Å) of the 2 atoms listed first:
O 0.1 -0.1 0.5
O -0.1 0.1 -0.1

Results
Relative energy (zero: lowest compared OMol25 entry of this formula, charge and spin): 0.0 kcal/mol
Maximum force: 0.60 eV/Å

Here are the natural (NBO) charges for atoms 1 to 2, given in e:
1. O -0.626
2. O -0.573